(1)
Below is C5H6O in the gas phase, with properties calculated with wB97M-V/def2-TZVPD.

Element x y z (Å)
C 2.19187 0.41747 0.83009
C 1.27835 0.09512 -0.04392
C 0.32677 -0.21927 -0.88398
C -1.01922 -0.76109 -0.43296
C -1.74886 0.38492 0.24183
O -2.52151 1.12107 -0.31843
H 2.96647 -0.28406 1.12666
H 2.19616 1.40423 1.28637
H 0.46032 -0.01410 -1.94332
H -1.61139 -1.10110 -1.28665
H -0.88474 -1.58712 0.27398
H -1.48662 0.55085 1.30631

- E_HOMO: -9.5 eV
- SMILES: C=C=CCC=O
- Total charge: 0
- Orbital gap: 10.4 eV
- DFT total energy: -7327.4760 eV
- ΔE to the lowest compared entry with this formula, charge and spin: 41.7 kcal/mol

(2)
Below is 2 unconnected molecules or ions with the total composition C2H3ClN2O at a distorted geometry, with properties calculated with wB97M-V/def2-TZVPD.

Element x y z (Å)
C -0.67069 1.79830 -1.13159
C 0.71409 -1.82494 1.58426
N -0.71213 0.55738 -1.23906
N -0.65488 -0.55744 -1.29470
O 1.20783 -2.73893 2.07995
Cl 1.50661 -0.23529 1.65533
H 0.26340 2.29304 -1.20587
H -1.57138 2.37609 -1.21822
H -0.08286 -1.66822 0.76990

- E_HOMO: -9.0 eV
- Total charge: 0
- Orbital gap: 9.7 eV
- DFT total energy: -19670.2039 eV
- ΔE to the lowest compared entry with this formula, charge and spin: 54.6 kcal/mol

(3)
Below is 6 unconnected molecules or ions with the total composition C16H46N10O8 at a distorted geometry, with properties calculated with wB97M-V/def2-TZVPD.

Element x y z (Å)
C -5.59477 0.68724 -0.55335
O -4.34663 0.94850 0.12720
C -3.47964 1.54142 -0.83289
C -2.14288 1.81921 -0.23231
N -1.34779 2.50879 -1.19631
C -0.09104 2.90794 -0.51227
C 0.64761 3.90845 -1.41477
O -0.22209 5.03154 -1.82359
C -0.56075 5.91120 -0.71730
H -6.16580 0.31671 0.27736
H -5.56934 -0.10944 -1.24471
H -5.95866 1.56836 -1.03031
H -3.89054 2.51721 -1.12229
H -3.34802 0.95655 -1.80176
H -1.69071 0.81121 -0.07686
H -2.23003 2.25322 0.71385
H -1.81869 3.33462 -1.57884
H 0.61860 2.03711 -0.33117
H -0.14574 3.22664 0.52698
H 0.95637 3.43422 -2.33405
H 1.57491 4.18269 -0.87013
H 0.31453 5.99247 -0.04135
H -1.33823 5.41410 -0.14537
H -0.86300 6.80648 -1.28586
C -2.46516 -3.26556 1.84762
O -1.62251 -3.64278 0.73207
C -2.24995 -4.26064 -0.32901
C -1.31952 -5.16515 -1.13321
N -0.11117 -4.48299 -1.58648
C 0.99878 -5.44440 -1.85648
C 2.29557 -4.80671 -2.15911
O 2.19642 -4.10876 -3.30988
C 3.42349 -3.29883 -3.56305
H -3.12582 -2.36266 1.73096
H -1.82299 -2.92669 2.61502
H -3.07842 -4.10859 2.18520
H -2.71570 -3.48469 -0.99916
H -3.04110 -4.96663 0.05632
H -1.88716 -5.58552 -1.97496
H -1.00587 -5.94810 -0.44121
H -0.29355 -3.89314 -2.40514
H 0.61980 -6.14292 -2.59524
H 1.11195 -6.01260 -0.93921
H 3.11370 -5.58927 -2.16022
H 2.57340 -4.17060 -1.28133
H 3.29498 -2.77743 -4.48019
H 4.33860 -3.86618 -3.70183
H 3.54122 -2.42672 -2.93722
N -1.64374 1.62830 3.28339
C -0.92172 2.79330 3.43054
N -1.68485 3.72388 4.09409
O 0.26944 2.97941 3.05632
H -2.44214 1.34545 3.84842
H -1.27371 0.86841 2.77207
H -2.64579 3.60256 4.15362
H -1.30854 4.55663 4.47110
N 0.57179 -0.22015 -2.26086
C 1.82947 0.07957 -2.56045
N 2.01827 0.85842 -3.71437
O 2.78065 -0.23688 -1.83544
H -0.18416 0.34829 -2.62655
H 0.34711 -0.67677 -1.34428
H 1.46373 0.97685 -4.56401
H 3.00097 0.97041 -3.96212
N 3.15551 2.15814 3.68086
C 4.31707 2.78066 4.10760
N 5.49236 2.29568 3.66085
O 4.22594 3.71295 4.88362
H 3.23955 1.17693 3.40078
H 2.25139 2.67419 3.59490
H 6.30960 2.39128 4.20265
H 5.53044 1.48642 3.12087
N 0.91661 -1.88584 0.52803
C 0.68050 -0.92073 1.41917
N 1.62401 0.14443 1.41960
O -0.31098 -0.80801 2.09828
H 1.91803 -2.09534 0.32259
H 0.25269 -2.66363 0.41532
H 1.72487 0.67977 2.25746
H 2.41896 0.00653 0.83182

- E_HOMO: -8.9 eV
- SMILES: COCCNCCOC.COCCNCCOC.NC(N)=O.NC(N)=O.NC(N)=O.NC(N)=O
- Total charge: 0
- Orbital gap: 9.5 eV
- DFT total energy: -48619.2828 eV
- ΔE to the lowest compared entry with this formula, charge and spin: 0.0 kcal/mol

(4)
Below is 15 unconnected molecules or ions with the total composition C60H120O25S10 at a distorted geometry, with properties calculated with wB97M-V/def2-TZVPD.

Element x y z (Å)
C 3.50818 -3.55583 -1.28675
C 4.10140 -2.76618 -0.09683
C 5.35499 -3.52696 0.13409
S 6.10983 -3.66835 -1.47450
O 6.80440 -4.91465 -1.78743
O 6.93942 -2.51375 -1.64562
C 4.60113 -3.66886 -2.36331
H 2.62040 -3.08934 -1.73861
H 3.20230 -4.54387 -0.93176
H 3.53147 -2.79776 0.85681
H 4.34944 -1.74939 -0.33446
H 5.19905 -4.50671 0.59443
H 6.11777 -2.94247 0.67369
H 4.62890 -4.56129 -2.93680
H 4.37217 -2.87711 -3.07371
C -3.77832 6.53028 -0.68197
C -2.42309 6.21480 -1.37736
C -2.04452 4.87756 -0.78955
S -2.33618 5.01401 0.96903
O -1.25773 5.73835 1.60755
O -2.70211 3.72649 1.49464
C -3.62645 6.23796 0.82006
H -4.54294 5.83672 -1.07529
H -4.17977 7.52584 -0.83784
H -1.61448 6.91840 -1.09404
H -2.36063 6.16013 -2.45262
H -1.07244 4.46983 -0.89506
H -2.90083 4.24084 -1.09228
H -3.37163 7.15871 1.32963
H -4.59256 5.84030 1.14837
C -7.67842 1.68307 0.96425
C -6.76159 1.89089 2.18190
C -5.52340 2.59192 1.58505
S -5.15881 1.54916 0.17288
O -4.39543 0.40067 0.65454
O -4.72273 2.31924 -0.98959
C -6.86553 1.00502 -0.11698
H -8.08025 2.65449 0.68763
H -8.55223 1.08207 1.19715
H -6.43140 0.94064 2.50405
H -7.31215 2.33888 2.99162
H -4.60347 2.54732 2.14981
H -5.60153 3.60441 1.18595
H -6.87319 -0.08802 0.00758
H -7.14861 1.17119 -1.14816
C -0.78296 1.09443 -3.26813
C 0.23784 1.91988 -4.11492
C -0.41711 3.20383 -4.69060
S -2.17377 2.92521 -4.24972
O -2.76619 1.97344 -5.16024
O -2.89217 4.10847 -3.98134
C -1.80198 2.06485 -2.77809
H -0.23039 0.60809 -2.45907
H -1.20575 0.28471 -3.81104
H 0.69772 1.28469 -4.88697
H 0.99020 2.21068 -3.39848
H -0.38565 3.23751 -5.76996
H -0.01256 4.07874 -4.20351
H -2.73239 1.69484 -2.39673
H -1.30396 2.82259 -2.15643
C -3.05674 -2.67298 2.39976
C -2.67553 -1.67458 3.47749
C -3.59732 -1.89473 4.67744
S -5.20233 -1.99665 3.86603
O -5.65263 -0.65440 3.69110
O -6.09791 -2.85980 4.54598
C -4.60410 -2.65403 2.24825
H -2.71327 -3.66693 2.69537
H -2.54932 -2.50313 1.47095
H -2.84709 -0.67711 3.09225
H -1.63181 -1.71804 3.76598
H -3.64162 -1.04644 5.35029
H -3.37042 -2.85785 5.15124
H -4.89725 -1.95412 1.45295
H -5.04890 -3.65656 2.17340
C -0.56655 -3.72429 -4.81854
C -0.87664 -2.45624 -5.71206
C 0.40943 -1.70098 -6.05648
S 1.43352 -2.00959 -4.51814
O 1.60866 -0.77908 -3.78207
O 2.61186 -2.78102 -4.89467
C 0.22662 -3.11679 -3.71501
H -0.02025 -4.50491 -5.34050
H -1.42639 -4.26087 -4.49374
H -1.41772 -1.79658 -5.01740
H -1.55262 -2.62981 -6.55143
H 0.25844 -0.68731 -6.32947
H 0.88935 -2.24169 -6.90741
H -0.37949 -2.55137 -2.99009
H 0.87456 -3.86079 -3.19542
C 1.08490 1.20707 0.21282
C -0.26381 1.25273 0.91282
C -1.15144 0.13363 0.35585
S 0.02340 -1.18464 0.18853
O -0.49789 -2.18827 -0.69815
O 0.24490 -1.60206 1.55517
C 1.42144 -0.27708 -0.30358
H 1.84466 1.57224 0.92920
H 1.10447 1.87431 -0.64721
H -0.75837 2.20886 0.78517
H -0.17240 1.10978 1.99413
H -1.54490 0.32095 -0.63946
H -1.94836 -0.24318 0.97856
H 1.50366 -0.33361 -1.38240
H 2.27079 -0.74089 0.21484
C -4.32672 -2.47058 -1.75024
C -3.63742 -1.35937 -2.60083
C -4.34487 -1.32085 -3.95997
S -4.58391 -3.10276 -4.25102
O -3.45021 -3.54816 -5.05760
O -5.95129 -3.37000 -4.67365
C -4.38252 -3.71762 -2.54692
H -5.34303 -2.21690 -1.46356
H -3.79554 -2.61109 -0.79518
H -2.56428 -1.54373 -2.75065
H -3.71912 -0.35191 -2.18140
H -3.72337 -0.87030 -4.72355
H -5.31707 -0.88773 -3.86248
H -3.37758 -4.19014 -2.56688
H -5.09852 -4.51698 -2.39974
C 7.03599 2.61868 1.57230
C 7.51408 2.08443 0.18135
C 7.43114 0.57207 0.14156
S 6.11670 0.17234 1.32593
O 6.21928 -1.15120 1.89373
O 4.83907 0.43754 0.65552
C 6.38006 1.53508 2.39959
H 6.24953 3.34126 1.36809
H 7.79595 3.18233 2.09864
H 8.52966 2.49254 -0.08627
H 6.93039 2.49978 -0.64996
H 8.41184 0.15062 0.52861
H 7.08977 0.08370 -0.76819
H 7.04173 1.10825 3.16564
H 5.36610 1.75758 2.85223
C 2.59411 4.34431 1.16272
C 2.48507 5.83802 1.34675
C 1.71531 6.48076 0.20767
S 2.24186 5.36788 -1.16289
O 3.16154 5.97480 -2.05388
O 1.02835 4.82311 -1.75060
C 3.15878 4.12521 -0.23347
H 1.63201 3.79743 1.18499
H 3.21959 3.90758 1.96781
H 3.46636 6.27180 1.41539
H 2.00177 6.08803 2.28702
H 1.96794 7.50907 -0.08213
H 0.62705 6.45694 0.21108
H 4.19901 4.46434 -0.32163
H 2.90953 3.15500 -0.61545
C -1.43958 -5.48116 -1.20519
C -0.90494 -5.85623 0.17201
C -1.97842 -6.75029 0.69633
O -2.31915 -7.49846 -0.44734
C -2.45022 -6.60339 -1.51386
H -0.64316 -5.33992 -1.97561
H -1.86720 -4.47231 -1.09780
H -0.89308 -4.90792 0.72924
H 0.11249 -6.23559 0.23779
H -2.92329 -6.28241 1.00252
H -1.59617 -7.49175 1.46191
H -3.39091 -6.02992 -1.35911
H -2.46082 -7.09362 -2.47203
C 2.22904 -1.42102 4.08057
C 1.10158 -0.67313 4.67658
C 1.73880 0.69065 5.02210
O 2.75552 0.91477 4.09585
C 3.16147 -0.32143 3.50153
H 1.91893 -2.10380 3.30528
H 2.87122 -2.04554 4.75560
H 0.58733 -1.08715 5.54519
H 0.38332 -0.52114 3.89316
H 2.16644 0.65786 6.00261
H 1.03877 1.55301 4.99720
H 4.16608 -0.52191 3.79151
H 3.05603 -0.22723 2.42891
C -1.96846 2.17849 4.22733
C -3.41251 1.89177 4.60176
C -3.97426 3.21775 4.88312
O -2.90586 3.82422 5.63041
C -1.67607 3.52002 4.88220
H -1.80110 2.34504 3.16250
H -1.31697 1.41912 4.68772
H -3.45880 1.19127 5.44622
H -3.92077 1.46587 3.78938
H -4.86475 3.32337 5.53860
H -4.13218 3.80862 3.94367
H -0.88068 3.60762 5.63485
H -1.53392 4.32675 4.17086
C 3.91672 2.73800 -3.34101
C 4.48339 1.49407 -2.67225
C 5.72383 1.09467 -3.55148
O 5.62114 1.92074 -4.72932
C 4.34589 2.53999 -4.79006
H 4.45308 3.58841 -2.91011
H 2.84183 2.88637 -3.19890
H 3.82877 0.63010 -2.73047
H 4.69281 1.68425 -1.61921
H 5.78819 0.03580 -3.75720
H 6.68978 1.30805 -3.05907
H 3.57723 2.01557 -5.35203
H 4.51993 3.48623 -5.28766
C 1.17420 -5.10414 2.99227
C 1.88141 -4.84091 4.31472
C 3.38915 -4.69425 3.91364
O 3.42572 -4.56778 2.49264
C 2.33173 -5.37098 2.03452
H 0.66484 -4.22169 2.58065
H 0.48727 -5.91255 2.97924
H 1.77872 -5.67276 5.00948
H 1.54095 -3.96492 4.81906
H 4.03375 -5.55615 4.24147
H 3.96438 -3.85933 4.33706
H 2.60991 -6.44643 2.14555
H 2.12058 -5.12415 0.99909

- E_HOMO: -9.5 eV
- Total charge: 0
- Orbital gap: 9.6 eV
- DFT total energy: -223699.8732 eV

(5)
Below is 3 unconnected molecules or ions with the total composition C13H24O4S2 at a distorted geometry, with properties calculated with wB97M-V/def2-TZVPD.

Element x y z (Å)
C 4.39322 3.64277 0.01409
C 3.61712 4.54469 -0.10126
C 2.50506 5.42110 -0.46395
C 1.26572 5.30242 0.46684
C 1.14424 4.01014 1.27981
C 0.70167 2.73441 0.53505
C -0.78793 2.59500 0.15535
C -0.75929 3.29688 -1.22844
O 0.57619 3.18053 -1.72188
C 1.29730 2.41784 -0.82118
O 2.16583 1.67626 -1.13011
H 5.03952 2.81370 0.13402
H 2.87237 6.44616 -0.37623
H 2.20603 5.29553 -1.50090
H 1.33587 6.11782 1.19034
H 0.35620 5.50217 -0.09309
H 2.04283 3.81040 1.85654
H 0.36165 4.18904 2.02386
H 0.91383 1.93588 1.25099
H -1.52152 2.94711 0.86577
H -0.88371 1.54233 -0.10768
H -1.07063 4.33619 -1.09461
H -1.44309 2.87743 -1.96432
C 0.03436 -1.51764 1.36024
S -1.61029 -1.14779 0.73277
O -2.16015 -0.04398 1.56837
C -2.37123 -2.67215 1.29047
H 0.67725 -0.66450 1.14831
H -0.01204 -1.68486 2.43678
H 0.42394 -2.40051 0.85346
H -2.25932 -2.76335 2.37182
H -1.90678 -3.51672 0.78262
H -3.42737 -2.63785 1.03301
C -0.07438 -6.37132 -1.27988
S -1.71964 -6.00383 -1.90467
O -2.26796 -4.90042 -1.07079
C -2.48507 -7.52638 -1.33340
H 0.56515 -5.51784 -1.49598
H -0.11745 -6.53525 -0.20275
H 0.31614 -7.25520 -1.78399
H -2.36971 -7.61379 -0.25287
H -2.02162 -8.37549 -1.83578
H -3.54233 -7.48692 -1.58676

- E_HOMO: -8.8 eV
- Total charge: 0
- Orbital gap: 9.3 eV
- DFT total energy: -43726.9433 eV

(6)
Below is a molecular structure, C10H20BF4N3O5PPtS, with properties calculated with wB97M-V/def2-TZVPD.

Element x y z (Å)
Pt -0.21482 0.37563 0.38814
C -3.97221 -2.76314 0.53261
O -4.11072 -1.33624 0.73471
C -2.99514 -0.64752 0.77354
O -1.87540 -1.14589 0.66774
N -3.23231 0.67347 0.96416
N -2.16391 1.57342 0.98669
H -4.98759 -3.13831 0.48596
H -3.43507 -3.20229 1.36898
H -3.44252 -2.95204 -0.39730
H -4.18143 1.00761 1.02767
H -2.07705 2.00612 1.90244
H -2.27461 2.28331 0.26761
S 0.43707 0.63455 2.69123
C 1.98974 -0.02339 3.05558
N 2.58249 -0.93700 2.26608
C 3.79574 -1.47317 2.50856
C 4.47475 -1.14421 3.64357
C 3.89148 -0.21388 4.51137
C 2.67047 0.34578 4.22190
H 2.15366 -1.12199 1.36210
H 4.17272 -2.14247 1.75046
H 5.44326 -1.57688 3.83969
H 4.41192 0.07999 5.41319
H 2.21827 1.08050 4.87093
C 0.55678 -1.07932 -3.29165
O 0.11745 0.28439 -3.06246
P -0.80330 0.68345 -1.84846
O -2.24003 0.05439 -2.10088
C -2.93413 0.25921 -3.35581
O -1.06530 2.22507 -2.14317
C 0.04887 3.12942 -2.37771
H 0.92844 -1.09989 -4.31046
H -0.28553 -1.76393 -3.19107
H 1.35137 -1.32662 -2.59682
H -3.62704 -0.56910 -3.46457
H -2.22996 0.26798 -4.18553
H -3.47327 1.20253 -3.31806
H -0.38963 4.11183 -2.51634
H 0.58320 2.82311 -3.27300
H 0.72535 3.12302 -1.52466
F 3.08937 0.18133 -1.99679
B 2.75453 0.31717 -0.67887
F 1.82636 -0.80288 -0.33876
F 3.81591 0.25703 0.18889
F 1.97178 1.47985 -0.45142

- E_HOMO (spin up / spin down): -11.2 / -11.3 eV
- Total charge: +1
- Orbital gap (spin up / spin down): 8.5 / 7.0 eV
- DFT total energy: -60320.9617 eV
- Multiplicity: 3
- ΔE to the lowest compared entry with this formula, charge and spin: 0.0 kcal/mol

Which of these has the highest total charge?
C10H20BF4N3O5PPtS

total charge of number 2 (C2H3ClN2O)?
0

Look up the DFT total energy of the first one.
-7327.4760 eV